1.
Density functional theory data (wB97M-V/def2-TZVPD) for a gas-phase ion, C7H19N2O4 (charge +1).

Last column: natural (NBO) charge in e.
CARTESIAN COORDINATES (ANGSTROEM)
C1 -0.7817 -2.6665 -0.2298  -0.659
C2 -0.8313 -1.2773 -0.8675  0.278
O1 0.0224 -1.1676 -1.9775  -0.726
N1 -0.5208 -0.1707 0.0346  -0.515
C3 -1.6742 0.2860 0.8055  -0.248
C4 -2.1679 1.6011 0.1956  -0.230
N2 -1.1207 2.6380 0.4133  -0.711
C5 0.6974 -0.2009 0.7996  0.662
O2 0.8384 1.1263 1.3287  -0.776
O3 0.5845 -1.0892 1.8582  -0.726
C6 1.9864 -0.4748 -0.0129  0.049
C7 2.2436 0.5600 -1.1016  -0.646
O4 2.9892 -0.4249 0.9969  -0.759
H1 0.2410 -2.9574 -0.0092  0.222
H2 -1.3428 -2.6709 0.6997  0.231
H3 -1.2195 -3.3962 -0.9072  0.222
H4 -1.8644 -1.0789 -1.2023  0.159
H5 -0.0489 -1.9729 -2.5032  0.487
H6 -1.3858 0.4326 1.8470  0.238
H7 -2.4805 -0.4486 0.7885  0.231
H8 -3.1115 1.9137 0.6409  0.227
H9 -2.3045 1.4580 -0.8761  0.228
H10 -1.3196 3.1985 1.2461  0.433
H11 -1.0043 3.2566 -0.3919  0.437
H12 -0.2127 2.1042 0.6093  0.482
H13 1.7498 1.1915 1.6562  0.524
H14 1.4631 -1.2624 2.2263  0.505
H15 1.9371 -1.4766 -0.4493  0.199
H16 2.3430 1.5547 -0.6725  0.204
H17 1.4295 0.5429 -1.8162  0.253
H18 3.1668 0.3145 -1.6203  0.223
H19 3.8473 -0.6007 0.5975  0.500

Its charge is +1. As for the SMILES: C[C@H](O)N(CC[NH3+])C(O)(O)[C@@H](C)O. The value obtained for the frontier orbital gap is 10.0 eV. As for the relative energy (zero: lowest compared OMol25 entry of this formula, charge and spin): 0.0 kcal per mole. As for the HOMO energy: -12.892 eV.

2.
Density functional theory data (wB97M-V/def2-TZVPD) for a molecular structure, C32H56ClN9O7PSiV.

Last column: Mulliken spin population.
CARTESIAN COORDINATES (ANGSTROEM)
V1 0.4813 0.8526 0.0169  1.922
C1 -0.0181 -2.3639 -3.7087  0.001
N1 1.1872 -2.5184 -2.9173  -0.001
C2 1.4823 -3.8856 -2.5010  0.000
C3 1.6747 -1.4340 -2.2303  0.003
N2 1.2365 -0.2395 -2.2228  0.009
N3 2.8571 -1.7076 -1.5100  -0.002
C4 3.1115 -1.0860 -0.3153  0.008
N4 4.4280 -1.1211 0.0683  0.002
N5 2.1500 -0.6492 0.4094  -0.010
H1 -0.0480 -3.1601 -4.4518  0.000
H2 -0.0023 -1.4131 -4.2412  0.000
H3 -0.9167 -2.4044 -3.0851  -0.001
H4 2.1814 -4.3726 -3.1874  0.000
H5 0.5581 -4.4657 -2.4942  0.000
H6 1.9061 -3.9023 -1.5008  0.000
H7 0.3380 -0.1267 -2.6750  0.013
H8 3.6360 -2.0828 -2.0237  0.000
H9 5.1145 -1.1181 -0.6708  -0.001
H10 4.6713 -0.4982 0.8230  0.000
H11 2.4883 -0.1870 1.2472  0.000
C5 1.9249 0.7930 3.8294  0.010
Si1 0.1062 0.6179 3.2994  0.012
C6 -0.4974 -0.9442 4.1999  0.001
C7 -0.9405 2.0766 3.8822  0.001
O1 -0.0166 0.4454 1.7004  0.054
H12 2.0056 0.8778 4.9153  -0.001
H13 2.3875 1.6782 3.3873  -0.003
H14 2.5039 -0.0823 3.5203  0.000
H15 -0.3421 -0.8170 5.2743  0.000
H16 0.0508 -1.8357 3.8853  -0.001
H17 -1.5642 -1.1216 4.0463  0.000
H18 -0.6724 2.4179 4.8839  -0.001
H19 -1.9984 1.8015 3.8840  0.000
H20 -0.8117 2.9080 3.1875  0.000
O2 1.4394 2.8197 -1.9104  0.005
C8 0.3229 3.1458 -1.5384  0.026
C9 -0.3443 4.4915 -1.7718  -0.002
C10 -1.7909 4.2350 -1.3577  0.000
C11 -1.7586 2.8381 -0.7358  0.043
O3 -2.7301 2.2683 -0.2712  0.005
N6 -0.5017 2.3180 -0.8393  -0.068
H21 -0.2162 4.8288 -2.7987  0.001
H22 0.1481 5.2097 -1.1148  0.000
H23 -2.4773 4.2248 -2.2052  0.001
H24 -2.1680 4.9490 -0.6277  0.000
O4 -1.0117 -0.3028 -0.8335  -0.095
P1 -2.2237 -1.1574 -0.7102  -0.001
N7 -1.7981 -2.6482 -0.0914  0.001
C12 -0.5161 -2.7640 0.6473  0.020
C13 -0.6824 -4.0413 1.4620  0.000
C14 -2.1711 -4.0259 1.8118  0.000
C15 -2.8019 -3.5443 0.5069  0.001
N8 -3.5038 -0.6284 0.1863  -0.004
C16 -3.2487 -0.1341 1.5559  0.011
C17 -4.5365 0.6051 1.9342  0.001
C18 -5.5779 0.0149 0.9799  0.000
C19 -4.7719 -0.0927 -0.3092  0.000
N9 -2.7895 -1.4251 -2.2490  -0.003
C20 -2.8549 -0.2473 -3.1386  0.001
C21 -3.5864 -0.7843 -4.3611  0.000
C22 -4.6182 -1.7262 -3.7340  0.000
C23 -3.8276 -2.3986 -2.6104  0.000
H25 -0.3484 -1.9019 1.2936  0.004
H26 0.3176 -2.8188 -0.0497  -0.004
H27 -0.0321 -4.0567 2.3358  0.000
H28 -0.4556 -4.9195 0.8508  0.000
H29 -2.3500 -3.3056 2.6127  0.000
H30 -2.5505 -4.9996 2.1190  0.000
H31 -3.7480 -3.0213 0.6537  0.000
H32 -2.9798 -4.3952 -0.1615  0.000
H33 -2.3833 0.5224 1.5850  0.005
H34 -3.0649 -0.9913 2.2131  -0.001
H35 -4.4144 1.6681 1.7256  0.000
H36 -4.7911 0.4714 2.9847  0.000
H37 -6.4707 0.6296 0.8735  0.000
H38 -5.8708 -0.9847 1.3123  0.000
H39 -4.6499 0.9001 -0.7534  0.000
H40 -5.2203 -0.7675 -1.0400  0.000
H41 -1.8516 0.1224 -3.3531  -0.001
H42 -3.4167 0.5777 -2.6836  0.001
H43 -2.8992 -1.3519 -4.9933  0.000
H44 -4.0327 0.0079 -4.9597  0.000
H45 -5.0217 -2.4486 -4.4418  0.000
H46 -5.4462 -1.1423 -3.3264  0.000
H47 -3.3519 -3.3144 -2.9809  0.000
H48 -4.4538 -2.6743 -1.7589  0.000
C24 6.2009 1.9179 2.8155  0.000
C25 5.9212 1.9359 1.3386  0.001
C26 6.7470 1.2942 0.4292  0.000
C27 6.4558 1.3337 -0.9266  0.000
Cl1 7.4908 0.4823 -2.0445  0.000
C28 5.3462 2.0100 -1.3923  -0.001
C29 4.5156 2.6651 -0.4948  0.002
C30 4.7942 2.6295 0.8652  0.000
O5 4.0755 3.2508 1.8361  0.000
C31 2.8976 3.9805 1.5339  -0.007
C32 1.6590 3.1463 1.1566  0.007
O6 0.5635 3.6641 1.3381  0.011
O7 1.8955 1.9847 0.6683  0.024
H49 7.0711 1.3069 3.0491  0.000
H50 5.3345 1.5372 3.3596  0.000
H51 6.3736 2.9334 3.1757  0.000
H52 7.6171 0.7539 0.7813  0.000
H53 5.1085 2.0247 -2.4470  0.000
H54 3.6309 3.1531 -0.8754  0.000
H55 3.0758 4.7054 0.7317  0.000
H56 2.6558 4.5244 2.4433  0.000

Its charge is 0. Its spin multiplicity is 3. The value obtained for the frontier orbital gap (alpha / beta) is 7.9 / 8.4 eV. As for the relative energy (zero: lowest compared OMol25 entry of this formula, charge and spin): 29.0 kcal per mole. As for the HOMO energy (alpha / beta): -7.606 / -8.031 eV.

3.
Density functional theory data (wB97M-V/def2-TZVPD) for a single C12H22BNO5S2 molecule.

Last column: natural (NBO) charge in e.
CARTESIAN COORDINATES (ANGSTROEM)
C1 -1.8105 0.9089 3.4357  -0.238
C2 -0.9336 0.7141 2.6443  0.006
C3 0.0720 0.3949 1.6321  -0.335
C4 0.0065 -1.1112 1.3606  0.075
C5 0.5073 -1.9004 2.5943  -0.234
N1 1.4242 -2.9836 2.2469  -0.599
C6 0.7298 -4.1238 1.6361  -0.420
O1 0.8397 -1.4213 0.2238  -0.705
S1 -0.1060 -1.5650 -1.1258  1.778
O2 0.7112 -2.2776 -2.0644  -0.912
O3 -0.0805 -0.0354 -1.6807  -0.721
C7 -0.7398 0.9362 -0.8325  -0.303
B1 -2.2845 0.6182 -0.5965  1.175
O4 -2.9772 1.3261 0.3387  -0.897
O5 -2.9578 -0.3200 -1.3720  -0.757
C8 -3.1693 0.2316 -2.6831  -0.251
C9 0.0799 1.3391 0.4015  -0.199
C10 1.5587 1.6006 0.0185  -0.399
C11 1.7503 2.5668 -1.1678  -0.416
C12 2.1107 1.8766 -2.4927  -0.516
S2 3.3447 2.8372 -3.4008  -0.048
H1 -2.3454 1.0971 4.3386  0.239
H2 1.0278 0.5679 2.1328  0.244
H3 -1.0077 -1.4526 1.1455  0.190
H4 1.0483 -1.2204 3.2508  0.197
H5 -0.3422 -2.2759 3.1771  0.176
H6 1.7938 -3.3188 3.1285  0.354
H7 0.1956 -4.7474 2.3586  0.170
H8 1.4628 -4.7469 1.1279  0.208
H9 0.0348 -3.7771 0.8765  0.187
H10 -0.7653 1.8356 -1.4539  0.241
H11 -3.6410 0.7781 0.7738  0.509
H12 -4.1531 -0.0535 -3.0387  0.199
H13 -2.3856 -0.1027 -3.3610  0.190
H14 -3.1357 1.3261 -2.6747  0.169
H15 -0.2980 2.3056 0.7323  0.234
H16 2.0918 0.6701 -0.1476  0.227
H17 1.9945 2.0933 0.8886  0.206
H18 0.8677 3.1957 -1.2734  0.200
H19 2.5713 3.2374 -0.9124  0.216
H20 1.2197 1.7968 -3.1102  0.215
H21 2.4222 0.8558 -2.2963  0.219
H22 3.0962 2.3833 -4.6338  0.124

Its charge is 0. The value obtained for the frontier orbital gap is 9.3 eV. As for the HOMO energy: -8.861 eV.

Here are the calculated molecular weight numbers, same order: 195.2, 824.3, 335.3 (g mol⁻¹).
Here are the calculated electronic energy numbers, same order: -688.3721, -4307.8688, -1722.5855 (hartree).